1.
Molecular formula: C23H65Br2N2O28P6S2
Method: DFT, wB97M-V/def2-TZVPD

Geometry (Å):
C (0.401, 1.032, 5.674)
N (0.476, -0.090, 4.650)
C (-0.368, -1.290, 5.054)
S (-2.161, -1.182, 4.401)
O (-2.745, 0.194, 4.877)
O (-1.999, -1.226, 2.832)
N (-3.120, -2.515, 5.028)
S (-4.833, -2.302, 4.588)
O (-5.372, -3.773, 4.389)
O (-4.986, -1.606, 3.221)
C (-5.781, -1.583, 6.012)
Br (-7.133, -2.925, 6.651)
C (-6.549, -0.168, 5.758)
C (-7.531, -0.108, 4.447)
Br (-7.793, 0.065, 7.361)
H (-0.624, 1.078, 6.253)
H (0.571, 2.043, 5.102)
H (1.248, 0.953, 6.497)
H (0.062, 0.244, 3.730)
H (0.169, -2.244, 4.579)
H (-0.372, -1.484, 6.227)
H (-5.012, -1.432, 6.910)
H (-5.847, 0.791, 5.787)
H (-6.956, 0.103, 3.426)
H (-8.240, -1.038, 4.378)
H (-8.241, 0.837, 4.610)
C (1.129, -1.496, 0.620)
O (2.101, -0.490, 0.839)
P (3.724, -1.030, 0.576)
O (4.223, 0.281, 1.199)
O (3.546, -0.811, -1.049)
C (3.056, 0.433, -1.526)
O (5.346, -1.570, 0.313)
C (6.301, -1.321, 1.328)
H (0.137, -1.063, 0.765)
H (1.201, -1.884, -0.399)
H (1.274, -2.309, 1.336)
H (3.146, 1.236, -0.789)
H (2.005, 0.317, -1.800)
H (3.619, 0.718, -2.419)
H (5.891, -1.556, 2.313)
H (6.634, -0.281, 1.285)
H (7.172, -1.959, 1.145)
C (-1.021, 6.350, -4.345)
O (-0.378, 5.768, -3.226)
P (-0.476, 4.041, -3.195)
O (0.079, 4.071, -1.764)
O (0.788, 3.938, -4.251)
C (1.981, 4.653, -3.967)
O (-0.574, 2.314, -3.164)
C (-1.026, 1.696, -1.973)
H (-0.876, 7.432, -4.310)
H (-0.596, 5.965, -5.275)
H (-2.091, 6.130, -4.309)
H (2.062, 4.946, -2.916)
H (2.013, 5.549, -4.590)
H (2.840, 4.023, -4.217)
H (-1.900, 2.215, -1.574)
H (-0.221, 1.670, -1.233)
H (-1.300, 0.662, -2.205)
C (-2.011, 5.903, -0.622)
O (-1.628, 6.046, 0.733)
P (-2.969, 6.115, 1.825)
O (-1.995, 6.525, 2.938)
O (-3.087, 4.469, 1.803)
C (-1.924, 3.693, 2.051)
O (-4.310, 6.184, 2.916)
C (-4.351, 7.248, 3.850)
H (-1.111, 5.825, -1.235)
H (-2.612, 5.000, -0.758)
H (-2.585, 6.779, -0.936)
H (-1.132, 4.261, 2.547)
H (-1.547, 3.310, 1.101)
H (-2.193, 2.845, 2.688)
H (-4.098, 8.196, 3.370)
H (-3.674, 7.044, 4.684)
H (-5.367, 7.313, 4.252)
C (-5.645, -2.172, -3.435)
O (-5.155, -0.857, -3.624)
P (-4.103, -0.702, -4.988)
O (-3.740, 0.708, -4.504)
O (-5.406, -0.597, -5.996)
C (-6.432, 0.337, -5.698)
O (-3.051, -0.548, -6.353)
C (-1.797, 0.079, -6.157)
H (-6.330, -2.172, -2.584)
H (-6.182, -2.513, -4.323)
H (-4.811, -2.847, -3.225)
H (-6.107, 1.120, -5.006)
H (-7.278, -0.196, -5.261)
H (-6.761, 0.812, -6.627)
H (-1.319, -0.285, -5.245)
H (-1.920, 1.165, -6.121)
H (-1.157, -0.156, -7.013)
C (13.367, -1.580, 3.279)
O (11.967, -1.399, 3.167)
P (11.049, -2.539, 4.089)
O (9.783, -2.043, 3.376)
O (11.276, -1.638, 5.452)
C (10.979, -0.250, 5.416)
O (10.131, -3.679, 5.011)
C (9.092, -4.382, 4.354)
H (13.869, -0.798, 2.704)
H (13.680, -1.508, 4.323)
H (13.645, -2.557, 2.875)
H (10.326, 0.024, 4.583)
H (11.913, 0.309, 5.335)
H (10.484, 0.031, 6.351)
H (9.423, -4.739, 3.376)
H (8.210, -3.743, 4.254)
H (8.813, -5.241, 4.972)
C (-4.271, -6.227, -5.343)
O (-3.299, -5.221, -5.124)
P (-1.676, -5.761, -5.387)
O (-1.177, -4.450, -4.764)
O (-1.854, -5.542, -7.013)
C (-2.344, -4.298, -7.489)
O (-0.054, -6.301, -5.650)
C (0.901, -6.052, -4.635)
H (-5.263, -5.794, -5.198)
H (-4.199, -6.615, -6.362)
H (-4.126, -7.040, -4.627)
H (-2.254, -3.495, -6.752)
H (-3.395, -4.414, -7.763)
H (-1.781, -4.013, -8.382)
H (0.491, -6.287, -3.650)
H (1.234, -5.012, -4.678)
H (1.772, -6.690, -4.818)

Computed properties:
Gap between HOMO and LUMO ... 4.03 eV
E_tot ... -11123.4093 a.u.
Total charge ... -1

***

2.
Molecular formula: C23H68N6O11
Method: DFT, wB97M-V/def2-TZVPD

Geometry (Å):
C (18.860, -1.070, 13.679)
O (18.032, -1.216, 14.806)
H (18.437, -1.085, 12.641)
H (19.542, -1.884, 13.690)
H (19.381, -0.134, 13.816)
H (17.188, -0.820, 14.525)
C (16.887, -0.316, 18.021)
O (18.173, -0.563, 18.380)
H (16.442, -0.964, 17.334)
H (16.819, 0.733, 17.704)
H (16.299, -0.444, 18.882)
H (18.689, -0.235, 17.585)
C (19.795, 1.296, 16.406)
O (20.764, 2.030, 17.005)
N (19.815, 0.001, 16.383)
N (18.797, 1.863, 15.823)
H (20.554, -0.566, 16.872)
H (19.196, -0.530, 15.826)
H (18.819, 2.891, 15.866)
H (17.879, 1.547, 15.423)
C (15.548, 0.586, 14.782)
O (14.861, 0.548, 15.931)
N (15.416, -0.303, 13.785)
N (16.520, 1.467, 14.602)
H (14.733, -1.034, 14.064)
H (15.774, -0.388, 12.842)
H (16.428, 2.298, 15.243)
H (17.026, 1.650, 13.782)
C (15.215, -0.708, 10.021)
O (16.017, -0.483, 11.134)
N (15.559, -1.550, 9.100)
N (14.039, -0.221, 9.854)
H (16.443, -1.974, 9.265)
H (15.076, -2.010, 8.297)
H (13.560, 0.316, 10.610)
H (13.540, -0.265, 8.962)
C (22.337, -0.715, 13.812)
C (22.149, 0.766, 13.888)
C (23.007, 1.233, 15.028)
O (22.435, 1.362, 12.789)
H (21.660, -1.244, 14.505)
H (23.353, -0.964, 13.973)
H (22.056, -1.048, 12.804)
H (21.141, 0.963, 14.082)
H (24.071, 1.140, 14.715)
H (22.905, 0.695, 15.975)
H (22.774, 2.285, 15.284)
H (21.926, 2.235, 12.799)
C (16.717, -4.425, 10.416)
C (17.841, -3.469, 10.543)
C (18.950, -3.997, 11.402)
O (18.251, -3.028, 9.482)
H (16.179, -4.573, 11.309)
H (16.993, -5.366, 9.931)
H (16.019, -4.056, 9.755)
H (17.323, -2.687, 10.948)
H (19.409, -4.853, 10.939)
H (18.571, -4.345, 12.367)
H (19.715, -3.233, 11.551)
H (18.449, -3.693, 8.822)
C (16.568, -4.037, 14.013)
C (15.810, -4.324, 15.316)
C (15.924, -3.114, 16.201)
O (14.611, -4.560, 15.169)
H (16.505, -4.907, 13.367)
H (17.617, -3.778, 14.192)
H (16.227, -3.160, 13.444)
H (16.293, -5.195, 15.843)
H (15.505, -3.198, 17.194)
H (15.517, -2.249, 15.875)
H (16.930, -2.850, 16.414)
H (14.187, -3.723, 14.984)
C (19.263, -0.062, 8.133)
C (19.062, 0.094, 9.600)
C (20.202, -0.435, 10.463)
O (18.843, 1.255, 9.892)
H (19.034, 0.823, 7.521)
H (18.597, -0.912, 7.769)
H (20.301, -0.382, 7.909)
H (18.208, -0.474, 9.895)
H (20.321, -0.046, 11.505)
H (21.147, -0.196, 9.962)
H (19.984, -1.436, 10.682)
H (18.403, 1.241, 10.772)
C (19.767, -4.502, 15.488)
C (21.202, -4.602, 15.903)
C (21.981, -5.927, 15.570)
O (21.869, -3.632, 15.599)
H (19.660, -4.439, 14.450)
H (19.515, -3.550, 15.910)
H (19.107, -5.349, 15.820)
H (21.273, -4.614, 17.018)
H (22.958, -5.929, 16.072)
H (22.135, -6.123, 14.501)
H (21.500, -6.838, 15.922)
H (21.925, -3.067, 16.363)
C (16.371, 2.618, 11.380)
C (17.637, 3.085, 12.056)
C (17.354, 4.197, 13.057)
O (18.333, 2.210, 12.561)
H (15.796, 1.944, 12.018)
H (16.606, 2.272, 10.352)
H (15.716, 3.497, 11.313)
H (18.197, 3.483, 11.247)
H (16.696, 3.822, 13.817)
H (16.853, 4.948, 12.498)
H (18.223, 4.645, 13.585)
H (19.097, 2.595, 12.885)

Computed properties:
Gap between HOMO and LUMO ... 8.60 eV
E_tot ... -2072.9426 a.u.
Relative energy (zero: lowest compared OMol25 entry of this formula, charge and spin) ... 280.9 kcal/mol

***

3.
Molecular formula: C23H68O11
Method: DFT, wB97M-V/def2-TZVPD

Geometry (Å):
C (-17.037, -3.193, -6.604)
O (-16.881, -2.319, -7.782)
H (-16.178, -3.769, -6.262)
H (-17.462, -2.706, -5.726)
H (-17.935, -3.793, -6.752)
H (-16.602, -2.915, -8.481)
C (-19.110, -3.613, -8.908)
O (-19.857, -2.489, -9.108)
H (-18.252, -3.650, -9.580)
H (-18.795, -3.616, -7.864)
H (-19.724, -4.513, -8.943)
H (-19.262, -1.741, -9.022)
C (-19.600, -3.459, -5.732)
C (-20.443, -2.426, -4.996)
C (-21.918, -2.250, -5.389)
O (-20.477, -2.667, -3.643)
H (-19.963, -4.487, -5.735)
H (-18.692, -3.548, -5.136)
H (-19.499, -3.082, -6.750)
H (-19.966, -1.470, -5.207)
H (-22.522, -3.127, -5.158)
H (-22.153, -2.090, -6.441)
H (-22.265, -1.354, -4.874)
H (-21.180, -3.320, -3.657)
C (-18.973, -4.153, -3.500)
C (-18.471, -5.371, -2.631)
C (-19.560, -6.424, -2.416)
O (-17.382, -6.065, -3.201)
H (-19.845, -3.634, -3.102)
H (-19.127, -4.502, -4.521)
H (-18.101, -3.501, -3.452)
H (-18.101, -5.014, -1.670)
H (-19.915, -6.968, -3.291)
H (-20.450, -6.045, -1.915)
H (-19.196, -7.165, -1.703)
H (-16.972, -6.724, -2.636)
C (-24.253, -4.264, -5.779)
C (-25.070, -3.357, -4.858)
C (-26.359, -3.950, -4.397)
O (-24.226, -3.062, -3.785)
H (-23.816, -5.149, -5.316)
H (-23.518, -3.608, -6.245)
H (-24.777, -4.578, -6.681)
H (-25.340, -2.381, -5.259)
H (-26.342, -4.549, -3.486)
H (-26.779, -4.642, -5.127)
H (-27.105, -3.188, -4.168)
H (-23.487, -2.544, -4.112)
C (-20.772, -5.525, -7.342)
C (-19.598, -6.164, -6.441)
C (-19.332, -7.625, -6.636)
O (-18.437, -5.379, -6.866)
H (-21.614, -6.086, -6.937)
H (-20.635, -5.593, -8.422)
H (-20.830, -4.452, -7.164)
H (-19.802, -6.064, -5.375)
H (-20.171, -8.257, -6.347)
H (-18.463, -7.864, -6.022)
H (-19.082, -7.815, -7.679)
H (-18.021, -5.134, -6.036)
C (-22.085, -2.031, -8.319)
C (-23.120, -2.690, -9.254)
C (-24.122, -3.577, -8.495)
O (-23.934, -1.717, -9.922)
H (-21.310, -2.776, -8.144)
H (-22.505, -1.653, -7.386)
H (-21.613, -1.120, -8.688)
H (-22.483, -3.135, -10.018)
H (-24.443, -3.213, -7.520)
H (-23.633, -4.543, -8.365)
H (-25.028, -3.774, -9.069)
H (-24.687, -2.112, -10.368)
C (-17.768, 0.190, -6.705)
C (-18.624, -0.916, -7.299)
C (-20.052, -0.450, -7.480)
O (-18.231, -1.209, -8.606)
H (-16.767, -0.210, -6.543)
H (-17.963, 0.308, -5.639)
H (-17.699, 1.161, -7.196)
H (-18.614, -1.863, -6.759)
H (-20.120, 0.427, -8.122)
H (-20.487, -0.070, -6.555)
H (-20.673, -1.251, -7.882)
H (-17.306, -1.466, -8.571)
C (-15.594, -1.369, -3.327)
C (-17.019, -0.929, -3.735)
C (-18.099, -2.043, -4.031)
O (-17.494, -0.024, -2.691)
H (-14.812, -0.629, -3.491)
H (-15.220, -2.123, -4.020)
H (-15.531, -1.700, -2.290)
H (-16.893, -0.239, -4.569)
H (-17.688, -2.765, -4.738)
H (-18.997, -1.674, -4.525)
H (-18.408, -2.606, -3.151)
H (-17.787, -0.633, -2.010)
O (-19.853, -1.855, -2.173)
H (-20.428, -2.565, -1.889)
H (-19.982, -1.806, -3.120)
O (-22.380, -3.549, -3.596)
H (-22.258, -3.824, -2.687)
H (-22.931, -4.230, -3.981)

Computed properties:
Gap between HOMO and LUMO ... 8.68 eV
E_tot ... -1743.4066 a.u.
Relative energy (zero: lowest compared OMol25 entry of this formula, charge and spin) ... 783.1 kcal/mol

***

4.
Molecular formula: C23H69N5O9
Method: DFT, wB97M-V/def2-TZVPD

Geometry (Å):
C (-1.420, 3.916, -6.308)
C (-1.893, 2.471, -6.327)
C (-2.647, 2.035, -5.105)
O (-1.789, 1.868, -3.981)
C (-2.034, 0.707, -3.248)
N (-2.714, 2.313, -7.562)
H (-2.140, 4.724, -6.427)
H (-0.526, 4.007, -6.931)
H (-0.925, 4.188, -5.361)
H (-1.005, 1.856, -6.490)
H (-3.302, 1.187, -5.322)
H (-3.352, 2.824, -4.805)
H (-1.736, -0.199, -3.790)
H (-3.063, 0.558, -2.899)
H (-1.383, 0.768, -2.373)
H (-3.642, 2.661, -7.330)
H (-2.351, 2.989, -8.222)
C (0.643, -1.434, 2.957)
C (0.247, -2.363, 1.847)
C (-0.610, -1.797, 0.732)
O (-1.745, -1.229, 1.364)
C (-2.482, -0.296, 0.650)
N (1.487, -2.868, 1.159)
H (-0.264, -1.097, 3.461)
H (1.102, -0.505, 2.599)
H (1.368, -1.826, 3.671)
H (-0.228, -3.276, 2.224)
H (-0.853, -2.628, 0.064)
H (-0.128, -0.949, 0.233)
H (-1.867, 0.538, 0.282)
H (-3.261, 0.144, 1.272)
H (-2.996, -0.663, -0.247)
H (1.962, -3.405, 1.878)
H (1.169, -3.583, 0.496)
C (0.324, -2.405, -3.184)
C (0.995, -3.733, -2.822)
C (0.568, -4.859, -3.774)
O (-0.823, -4.932, -4.034)
C (-1.623, -5.388, -2.955)
N (2.435, -3.520, -2.858)
H (0.378, -1.621, -2.423)
H (-0.752, -2.541, -3.316)
H (0.729, -1.959, -4.095)
H (0.583, -4.030, -1.850)
H (0.886, -5.879, -3.524)
H (1.066, -4.695, -4.734)
H (-2.580, -5.680, -3.386)
H (-1.803, -4.522, -2.312)
H (-1.179, -6.243, -2.441)
H (2.977, -4.097, -2.227)
H (2.657, -2.557, -2.650)
C (-4.841, 2.785, -1.184)
C (-4.942, 4.022, -0.265)
C (-4.065, 3.904, 0.965)
O (-4.469, 4.782, 1.997)
C (-3.772, 4.391, 3.169)
N (-4.694, 5.277, -0.974)
H (-5.510, 3.050, -2.004)
H (-5.117, 1.872, -0.659)
H (-3.857, 2.687, -1.649)
H (-5.938, 4.093, 0.179)
H (-3.006, 4.008, 0.690)
H (-4.094, 2.849, 1.271)
H (-3.817, 5.126, 3.975)
H (-2.700, 4.387, 2.945)
H (-4.188, 3.453, 3.542)
H (-3.779, 5.308, -1.432)
H (-5.189, 5.332, -1.866)
C (3.846, 0.260, 4.934)
C (4.486, 1.296, 4.051)
C (5.378, 2.282, 4.866)
O (4.611, 3.089, 5.744)
C (3.841, 4.106, 5.159)
N (5.310, 0.659, 3.026)
H (3.112, -0.403, 4.477)
H (3.375, 0.646, 5.846)
H (4.614, -0.394, 5.366)
H (3.661, 1.882, 3.639)
H (5.994, 2.870, 4.179)
H (6.085, 1.786, 5.533)
H (4.491, 4.926, 4.828)
H (3.230, 4.547, 5.948)
H (3.177, 3.880, 4.321)
H (5.962, 0.038, 3.495)
H (4.738, 0.044, 2.422)
O (1.108, -5.461, 0.038)
H (0.946, -6.014, 0.811)
H (2.078, -5.410, -0.031)
C (3.381, -0.465, 0.092)
O (3.631, -0.839, 1.474)
H (3.174, -1.410, -0.410)
H (2.556, 0.243, 0.003)
H (4.258, 0.011, -0.341)
H (2.764, -1.242, 1.676)
C (4.290, -4.614, 0.674)
O (4.003, -5.188, -0.588)
H (5.167, -5.085, 1.120)
H (4.417, -3.529, 0.722)
H (3.508, -4.725, 1.428)
H (4.761, -5.641, -0.961)
C (-2.313, 1.162, 4.365)
O (-3.228, 1.261, 5.435)
H (-2.752, 0.631, 3.524)
H (-1.871, 2.102, 4.019)
H (-1.450, 0.589, 4.728)
H (-2.821, 1.810, 6.111)

Computed properties:
Gap between HOMO and LUMO ... 8.81 eV
E_tot ... -1868.4245 a.u.
Relative energy (zero: lowest compared OMol25 entry of this formula, charge and spin) ... 0.0 kcal/mol